# 1
DFT (ωB97M-V with the def2-TZVPD basis set) results for a structure of composition C54H46BrCl2N7O4PtSSbSe.

XYZ file:
```
118
Properties=species:S:1:pos:R:3
Pt 1.06 -0.70 1.62
C 4.28 -0.73 3.30
O 3.08 -0.07 2.85
C 3.01 1.29 3.02
C 4.09 2.08 3.37
C 3.92 3.45 3.55
Br 5.40 4.50 4.02
C 2.68 4.02 3.41
C 1.59 3.23 3.06
C 1.75 1.86 2.83
O 0.65 1.09 2.52
C 0.24 3.75 2.98
N -0.77 2.94 2.70
C -1.95 3.68 2.77
C -3.29 3.35 2.59
C -4.22 4.35 2.75
C -3.84 5.66 3.08
C -2.52 6.01 3.26
C -1.59 4.99 3.10
N -0.20 4.99 3.23
H 5.15 -0.38 2.75
H 4.14 -1.79 3.09
H 4.42 -0.57 4.37
H 5.07 1.65 3.52
H 2.57 5.09 3.57
H -0.47 1.95 2.60
H -3.60 2.34 2.33
H -5.27 4.13 2.62
H -4.61 6.42 3.20
H -2.23 7.01 3.53
H 0.37 5.78 3.48
C -0.40 -5.45 4.30
N -0.49 -4.03 3.97
C 0.54 -3.23 3.86
N 1.78 -3.69 4.01
S 0.25 -1.51 3.66
H -1.41 -5.87 4.29
H 0.01 -5.59 5.30
H 0.21 -5.98 3.57
H -1.40 -3.60 3.86
H 1.97 -4.64 4.30
H 2.53 -3.02 4.09
Cl -2.69 0.77 -3.72
C -1.89 1.75 -4.92
C -2.67 2.47 -5.81
C -2.05 3.21 -6.81
C -0.67 3.25 -6.88
C 0.10 2.55 -5.96
Cl 1.82 2.73 -6.01
C -0.49 1.77 -4.96
N 0.24 1.06 -4.01
C 1.27 0.18 -4.30
C 1.27 -0.53 -5.51
C 2.28 -1.41 -5.83
C 3.32 -1.63 -4.93
C 3.33 -0.93 -3.73
C 2.32 -0.03 -3.40
C 2.50 0.79 -2.15
C 1.57 0.42 -1.03
O 2.05 0.31 0.15
O 0.36 0.20 -1.25
H -3.75 2.42 -5.74
H -2.64 3.76 -7.52
H -0.16 3.83 -7.64
H -0.15 1.02 -3.09
H 0.45 -0.36 -6.21
H 2.25 -1.94 -6.77
H 4.12 -2.32 -5.18
H 4.16 -1.07 -3.05
H 2.39 1.86 -2.34
H 3.51 0.63 -1.76
C -4.03 -2.44 3.71
C -3.65 -1.11 3.73
C -2.85 -0.61 2.71
C -2.43 -1.44 1.68
C -2.80 -2.78 1.67
C -3.62 -3.28 2.68
Sb -1.19 -0.60 0.16
C -1.54 -1.89 -1.45
C -0.56 -2.27 -2.37
C -0.91 -3.08 -3.44
C -2.22 -3.51 -3.60
C -3.19 -3.14 -2.68
C -2.86 -2.33 -1.60
C -2.08 1.27 -0.14
C -3.47 1.25 -0.20
C -4.14 2.40 -0.59
C -3.43 3.56 -0.88
C -2.05 3.57 -0.78
C -1.36 2.43 -0.41
H -4.67 -2.83 4.50
H -3.98 -0.46 4.53
H -2.55 0.44 2.73
H -2.52 -3.43 0.85
H -3.95 -4.30 2.65
H 0.45 -1.91 -2.29
H -0.15 -3.35 -4.17
H -2.49 -4.13 -4.44
H -4.22 -3.46 -2.81
H -3.63 -2.05 -0.90
H -4.04 0.35 0.02
H -5.22 2.39 -0.67
H -3.96 4.45 -1.18
H -1.50 4.48 -1.00
H -0.28 2.44 -0.37
Se 0.45 -3.89 0.60
N 1.59 -2.49 0.76
C 2.74 -2.81 0.15
C 3.92 -2.02 0.03
C 4.99 -2.56 -0.62
C 4.98 -3.88 -1.19
C 3.88 -4.66 -1.10
C 2.73 -4.14 -0.42
N 1.62 -4.84 -0.28
H 3.96 -1.02 0.43
H 5.89 -1.97 -0.72
H 5.86 -4.23 -1.69
H 3.84 -5.66 -1.51
```

Output
Total charge: +3
Multiplicity: 1
Kohn-Sham gap: 4.34 eV
Strongest force on any atom: 2.17 eV/Å


# 2
DFT (ωB97M-V with the def2-TZVPD basis set) results for a structure of composition C54H46MnN5O4S3.

XYZ file:
```
113
Properties=species:S:1:pos:R:3
Mn 0.16 -0.34 1.01
C 2.63 -1.94 4.17
C 2.16 -3.25 4.29
C 1.06 -3.65 3.55
C 0.42 -2.78 2.65
C 0.95 -1.49 2.50
C 2.02 -1.08 3.27
C -0.83 -3.14 1.96
C -1.44 -4.38 2.07
C -2.68 -4.62 1.49
C -3.32 -3.56 0.78
C -4.58 -3.69 0.17
C -5.19 -2.63 -0.49
C -4.54 -1.40 -0.54
C -3.29 -1.24 0.06
C -2.64 -2.30 0.71
N -1.40 -2.11 1.26
H 3.48 -1.61 4.76
H 2.63 -3.94 4.97
H 0.68 -4.66 3.68
H 2.41 -0.07 3.17
H -0.95 -5.16 2.63
H -3.16 -5.59 1.56
H -5.06 -4.66 0.22
H -6.16 -2.76 -0.95
H -5.01 -0.56 -1.02
H -2.80 -0.28 0.02
O 0.56 0.53 -2.13
S -0.20 1.59 -1.53
O 0.46 2.86 -1.35
N -0.89 1.01 -0.19
C -1.65 1.94 0.60
C -2.15 3.13 0.15
C -2.92 3.97 0.99
C -3.20 3.63 2.28
C -2.69 2.41 2.79
C -2.89 2.01 4.13
C -2.33 0.86 4.59
C -1.57 0.08 3.68
N -1.39 0.41 2.44
C -1.92 1.57 1.96
C -1.55 1.86 -2.65
C -1.57 3.00 -3.44
C -2.61 3.18 -4.34
C -3.63 2.24 -4.43
C -3.60 1.11 -3.63
C -2.56 0.91 -2.74
H -1.96 3.47 -0.85
H -3.29 4.91 0.59
H -3.77 4.28 2.93
H -3.49 2.64 4.78
H -2.46 0.53 5.61
H -1.11 -0.86 4.00
H -0.78 3.73 -3.33
H -2.63 4.07 -4.97
H -4.45 2.40 -5.13
H -4.40 0.38 -3.69
H -2.53 0.02 -2.11
C 5.61 0.59 -2.00
C 4.26 1.30 -2.04
N 4.00 2.07 -0.84
C 4.42 3.46 -0.86
C 3.41 4.38 -1.53
C 3.21 1.59 0.15
S 2.84 -0.07 0.19
N 2.86 2.53 1.06
C 1.84 2.37 1.88
O 0.98 1.46 1.92
C 1.65 3.47 2.90
C 0.68 3.33 3.88
C 0.46 4.33 4.81
C 1.23 5.49 4.78
C 2.22 5.63 3.81
C 2.43 4.63 2.88
H 5.80 0.07 -2.94
H 5.61 -0.14 -1.19
H 6.43 1.29 -1.83
H 3.46 0.57 -2.17
H 4.22 1.99 -2.89
H 5.38 3.49 -1.39
H 4.59 3.78 0.16
H 3.34 4.19 -2.61
H 3.70 5.43 -1.39
H 2.43 4.22 -1.10
H 0.10 2.42 3.89
H -0.31 4.21 5.56
H 1.05 6.28 5.50
H 2.82 6.53 3.79
H 3.19 4.72 2.11
O 0.77 -1.94 -0.41
S -0.20 -2.06 -1.57
C -0.64 -3.80 -1.60
C -1.80 -4.19 -2.24
C -2.10 -5.54 -2.32
C -1.25 -6.47 -1.75
C -0.09 -6.06 -1.10
C 0.22 -4.71 -1.01
C 0.88 -2.15 -3.01
C 2.24 -2.18 -2.81
C 3.07 -2.21 -3.93
C 2.53 -2.20 -5.20
C 1.16 -2.16 -5.38
C 0.32 -2.13 -4.28
H -2.47 -3.44 -2.66
H -3.01 -5.86 -2.81
H -1.49 -7.53 -1.80
H 0.56 -6.79 -0.64
H 1.10 -4.36 -0.49
H 2.64 -2.14 -1.81
H 4.15 -2.23 -3.79
H 3.19 -2.20 -6.07
H 0.73 -2.13 -6.37
H -0.76 -2.07 -4.40
```

Output
Total charge: -1
Multiplicity: 6
Kohn-Sham gap (alpha / beta): 4.22 / 7.24 eV
Strongest force on any atom: 1.05 eV/Å